# 1
Formula: C13H5BrN3O9Pt
Source: OMol25
Level of theory: the ωB97M-V functional and the def2-TZVPD basis

As for the charge: -1. Its max |F| is 0.59 eV/A. The value obtained for the LUMO energy (spin up / spin down) is 1.69 / 1.75 eV. Its multiplicity is 1. The calculation puts the electronic energy at -4033.087034 a.u. The HOMO energy (spin up / spin down) comes out at -5.7 / -5.8 eV.

Geometry as XYZ:
```
32
C13H5BrN3O9Pt | OMol25 | the ωB97M-V functional and the def2-TZVPD basis
Pt 1.8817 0.7489 0.1206
Br -1.3262 2.4833 0.8601
C -0.2409 3.1921 -0.5055
C -0.6745 4.3113 -1.2038
C 0.1368 4.8089 -2.2074
C 1.3288 4.1660 -2.5017
C 1.6772 3.0532 -1.7604
N 0.9124 2.6008 -0.7563
C 2.9177 2.2382 -2.1248
O 3.6178 2.6533 -3.0328
O 3.1200 1.1644 -1.4455
H -1.6225 4.7633 -0.9547
H -0.1727 5.6799 -2.7704
H 1.9891 4.4783 -3.2963
O 0.1336 -0.1490 3.7143
C 0.4043 -0.2643 2.5300
O 1.1305 0.6357 1.9278
C -0.1472 -1.4498 1.7642
C -0.8975 -2.3386 2.5170
C -1.4869 -3.4564 1.9529
C -1.3465 -3.7233 0.5911
C -0.6004 -2.8559 -0.1450
C 0.0381 -1.6839 0.3658
O 0.6628 -0.9457 -0.4674
N -0.4324 -3.1229 -1.5824
O -1.3593 -2.8281 -2.3197
O 0.6133 -3.6354 -1.9402
N -2.2657 -4.3600 2.7697
O -2.3857 -4.1123 3.9625
O -2.7737 -5.3351 2.2228
H -1.0172 -2.1285 3.5699
H -1.8148 -4.5883 0.1454
```


# 2
Formula: C27H34N6O6S3Zn
Source: OMol25
Level of theory: the ωB97M-V functional and the def2-TZVPD basis

As for the charge: 0. Its max |F| is 2.66 eV/A. The value obtained for the LUMO energy is -0.83 eV. Its multiplicity is 1. The calculation puts the electronic energy at -4803.149218 a.u. The HOMO energy comes out at -6.9 eV.

Geometry as XYZ:
```
77
C27H34N6O6S3Zn | OMol25 | the ωB97M-V functional and the def2-TZVPD basis
Zn -0.2098 -1.1717 1.5669
N 2.6377 0.6873 3.6071
C 3.6730 -0.1474 4.1371
C 4.9608 0.4218 4.4462
C 6.0649 -0.3970 4.6601
C 5.9027 -1.7759 4.5778
C 4.6619 -2.3779 4.4361
C 3.5615 -1.5742 4.1488
S 2.2339 -2.3906 3.4012
N 1.2339 -1.0923 2.8989
C 1.5011 0.1887 3.1473
C 0.3582 1.1654 2.9274
C 0.3203 2.5006 3.3328
C -0.8137 3.2603 3.0452
C -1.8243 2.7059 2.2189
C -1.7497 1.3812 1.8258
N -0.7014 0.6472 2.2369
H 3.1910 1.7300 3.0544
H 5.0993 1.4956 4.4580
H 7.0220 0.0220 4.8329
H 6.7628 -2.3689 4.8896
H 4.5151 -3.4522 4.5469
H 1.1287 2.9567 3.8526
H -0.8444 4.2857 3.3298
H -2.5926 3.3061 1.7813
H -2.5108 0.9394 1.1765
C -3.9020 -2.6820 0.3412
C -2.5067 -3.1093 0.8413
C -2.2953 -4.5601 1.3909
O -2.1581 -2.1711 1.8947
C -1.3738 -2.7898 -0.2322
O -1.6874 -2.7946 -1.4009
O -0.1870 -2.5733 0.3135
H -4.6300 -2.8690 1.1729
H -4.1395 -3.3020 -0.5183
H -3.8613 -1.6377 -0.0344
H -3.0798 -4.8572 2.1359
H -1.3095 -4.6583 1.9091
H -2.2567 -5.3138 0.5984
H -2.9268 -1.9412 2.4047
C -4.4209 -0.9478 -3.5056
N -3.5012 -0.3038 -4.3463
C -2.9933 -1.2477 -5.3974
C -2.8081 0.8434 -4.0569
S -2.6968 1.3592 -2.4332
N -2.3566 1.5163 -5.1626
C -3.1853 1.5782 -6.3586
C -1.2226 2.4683 -5.0412
H -5.3976 -1.0690 -3.9927
H -4.6910 -0.3287 -2.6287
H -4.1446 -1.9777 -3.2101
H -2.6123 -2.0605 -4.8088
H -2.1896 -0.8417 -5.9964
H -3.8543 -1.6206 -6.0180
H -4.1847 1.0907 -6.2026
H -2.7496 1.0419 -7.2190
H -3.3466 2.6364 -6.6146
H -0.4276 2.0002 -4.4446
H -1.4771 3.3777 -4.5253
H -0.9462 2.7660 -6.0742
N 0.0325 0.0293 -1.0229
C 1.2423 0.7139 -0.8981
C 2.5185 0.0274 -0.9166
C 3.5490 0.5889 -0.2479
C 3.4040 1.8830 0.2845
C 2.2789 2.6937 0.0179
C 1.1770 2.0814 -0.6359
S 4.5631 2.5884 1.4859
O 4.9239 3.8998 1.0241
O 5.6401 1.6104 1.7320
O 3.6029 2.6960 2.6954
H 0.0130 -0.9290 -1.4278
H -0.6219 0.6624 -1.5319
H 2.5938 -0.9741 -1.3504
H 4.4827 0.1114 0.0297
H 2.2612 3.7527 0.3596
H 0.2770 2.5976 -0.9141
```


# 3
Formula: C38H40F10IN11O6Sn
Source: OMol25
Level of theory: the ωB97M-V functional and the def2-TZVPD basis

As for the charge: -2. Its max |F| is 5.53 eV/A. The value obtained for the LUMO energy (spin up / spin down) is 3.29 / 3.29 eV. Its multiplicity is 1. The calculation puts the electronic energy at -4036.271656 a.u. The HOMO energy (spin up / spin down) comes out at 0.8 / 0.0 eV.

Geometry as XYZ:
```
107
C38H40F10IN11O6Sn | OMol25 | the ωB97M-V functional and the def2-TZVPD basis
Sn 1.0756 0.2727 1.8822
C 4.2266 2.4757 -1.4346
N 3.1543 2.9303 -2.3054
C 2.6988 1.9081 -3.2394
C 2.0157 2.3327 -4.4933
N 0.5690 2.4716 -4.3717
C -0.3899 1.4967 -4.7335
C -1.7232 1.8688 -4.8546
F -2.1272 3.0657 -4.2969
C -2.6540 1.1782 -5.5955
F -3.8143 1.7136 -6.0244
C -2.2599 -0.0696 -6.0830
F -3.0975 -0.6351 -6.9711
C -1.0325 -0.6298 -5.8263
F -0.6684 -1.7267 -6.5194
C -0.1380 0.1396 -5.1056
F 1.1482 -0.3223 -5.1542
C 2.4574 4.1897 -2.1271
C 1.2180 4.0554 -1.2261
N 0.0501 3.9278 -1.7193
C -1.0902 4.3146 -1.0505
C -2.1217 3.4242 -0.6635
F -2.1040 2.1813 -1.1316
C -3.3358 3.8866 -0.1334
F -4.2999 2.9968 0.1630
C -3.5209 5.2555 0.2203
F -4.6057 5.6127 0.9659
C -2.5189 6.1616 -0.2203
F -2.6596 7.4988 -0.0057
C -1.3207 5.6696 -0.7609
F -0.4621 6.5769 -1.1974
H 4.7184 1.5747 -1.8360
H 5.0729 3.1872 -1.1950
H 3.7516 2.0470 -0.5720
H 3.5516 1.2167 -3.5869
H 1.9923 1.2331 -2.7100
H 2.4234 3.2205 -4.9707
H 2.0487 1.6301 -5.3321
H 3.1752 4.9457 -1.7178
H 2.1096 4.4823 -3.1363
H 1.4986 4.1634 -0.2075
H 0.2381 3.1016 -3.6035
N -1.5293 0.9882 2.2813
C -2.1782 0.7430 3.5558
C -1.5365 1.5714 4.6991
C -0.0306 1.3731 4.8823
N 0.8184 1.8438 3.8330
H -1.5948 1.9510 1.9529
H -2.0482 0.5432 1.5154
H -2.1171 -0.3363 3.8026
H -3.2715 0.9364 3.5123
H -1.9920 1.2236 5.6564
H -1.8696 2.6106 4.5567
H 0.1250 0.3057 5.1159
H 0.1118 1.9744 5.8168
H 1.7675 1.9620 4.2964
H 0.3931 2.7646 3.5923
N 1.7713 -3.9807 -3.6513
C 2.2650 -3.8635 -2.3244
C 2.7570 -2.3726 -2.1466
O 2.1563 -1.3786 -2.8392
O 3.7081 -2.1476 -1.4278
H 2.2859 -4.6512 -4.2372
H 1.5880 -1.7619 -3.5340
H 0.7847 -4.2699 -3.5771
H 3.1695 -4.4503 -2.1318
H 1.4941 -4.0514 -1.5801
N -1.2505 -4.5372 -2.7938
C -2.0550 -3.9504 -2.1487
N -3.0477 -3.3447 -1.5188
C -4.3399 -3.2876 -2.2285
C -5.4643 -2.9759 -1.2645
O -5.1326 -1.8726 -0.3573
C -3.9012 -2.0642 0.3284
C -2.6860 -2.3932 -0.5494
H -4.5773 -4.2517 -2.7182
H -4.3274 -2.5039 -3.0050
H -5.7041 -3.8352 -0.6689
H -6.3121 -2.5102 -1.7881
H -4.0301 -2.7941 1.1887
H -3.8080 -1.0966 0.8827
H -1.8261 -2.7319 0.0914
H -2.4104 -1.4327 -1.0148
N 4.7568 -1.4006 1.1833
C 4.1904 -0.3860 1.8649
O 3.3638 0.4901 1.3987
C 4.6433 -0.2711 3.2545
C 3.9971 0.5887 4.0850
N 3.4394 1.4252 4.7181
C 5.6588 -1.1132 3.7925
N 6.4804 -1.8106 4.2408
H 4.5565 -1.5606 0.1792
H 5.5795 -1.9165 1.5392
I 0.2641 -6.8269 7.3926
C 0.1900 -5.0229 6.3918
C -0.8580 -4.8455 5.4540
C -0.7818 -3.7994 4.5514
C 0.2769 -2.9212 4.6249
C 1.2451 -3.0140 5.5909
C 1.1554 -4.0313 6.5153
C 0.5207 -1.9496 3.4746
O 0.0157 -2.0740 2.3605
O 1.3772 -1.0204 3.7399
H -1.7373 -5.5443 5.5346
H -1.5969 -3.6822 3.8224
H 1.9899 -2.2401 5.7937
H 1.8687 -4.0423 7.3232
```


# 4
Formula: C25H46BrN2ORh
Source: OMol25
Level of theory: the ωB97M-V functional and the def2-TZVPD basis

As for the charge: 0. Its max |F| is 0.65 eV/A. The value obtained for the LUMO energy (spin up / spin down) is 0.56 / 0.14 eV. Its multiplicity is 5. The calculation puts the electronic energy at -3849.360632 a.u. The HOMO energy (spin up / spin down) comes out at -6.4 / -7.2 eV.

Geometry as XYZ:
```
76
C25H46BrN2ORh | OMol25 | the ωB97M-V functional and the def2-TZVPD basis
Rh -0.7256 -1.7488 -0.2302
C 4.2371 3.9834 0.5336
C 4.2548 3.1437 -0.7526
C 4.3426 4.0683 -1.9755
C 5.5057 2.2634 -0.7289
C 2.9774 2.3141 -0.8407
C 2.9747 0.9325 -0.9357
C 1.7706 0.2709 -1.0319
Br 1.8054 -1.6493 -1.1216
C 0.4906 0.8685 -1.0621
O -0.5936 0.1614 -1.2160
C 0.5053 2.2894 -0.9142
C 1.7312 2.9368 -0.8302
C -0.7488 3.1844 -0.8409
C -0.6704 4.0530 0.4255
C -0.7741 4.0925 -2.0821
C -2.0880 2.4419 -0.7818
H 5.1546 4.5706 0.6212
H 4.1586 3.3310 1.4053
H 3.3931 4.6735 0.5504
H 5.2687 4.6488 -1.9539
H 3.5057 4.7678 -2.0086
H 4.3273 3.4798 -2.8947
H 6.3924 2.8926 -0.6337
H 5.6010 1.6850 -1.6501
H 5.4904 1.5743 0.1179
H 3.8882 0.3536 -0.9307
H 1.7104 4.0167 -0.7435
H 0.1861 4.7278 0.4127
H -0.5897 3.4213 1.3124
H -1.5734 4.6614 0.5157
H 0.1165 4.7195 -2.1350
H -1.6518 4.7441 -2.0625
H -0.8138 3.4840 -2.9876
H -2.1175 1.7533 0.0628
H -2.2614 1.8762 -1.6937
H -2.8931 3.1738 -0.6660
C -3.5581 -1.0072 -1.6552
N -3.1224 -2.0071 -0.6804
C -3.7758 -1.7736 0.6082
C -3.3807 -3.3654 -1.1634
C -2.3579 -4.3588 -0.6269
N -0.9830 -4.0001 -0.9941
C -0.7438 -4.1920 -2.4255
C -0.0389 -4.8168 -0.2239
H -4.6351 -1.0832 -1.8621
H -3.0054 -1.1354 -2.5857
H -3.3363 -0.0113 -1.2765
H -4.8703 -1.8466 0.5234
H -3.5098 -0.7822 0.9712
H -3.4305 -2.5043 1.3387
H -3.3501 -3.3629 -2.2530
H -4.3843 -3.7031 -0.8735
H -2.6047 -5.3637 -0.9986
H -2.4126 -4.3819 0.4639
H -0.9522 -5.2291 -2.7231
H 0.2958 -3.9639 -2.6533
H -1.3677 -3.5234 -3.0153
H -0.2102 -5.8888 -0.3921
H -0.1506 -4.6019 0.8378
H 0.9803 -4.5737 -0.5199
C 0.8087 -1.3421 3.9444
C -0.4916 -1.6282 3.1720
C -0.7666 -3.1337 3.2149
C -1.6505 -0.8933 3.8783
C -0.3657 -1.1222 1.7691
H 0.7245 -1.6850 4.9800
H 1.0210 -0.2715 3.9532
H 1.6530 -1.8511 3.4759
H -0.9319 -3.4759 4.2397
H 0.0820 -3.6858 2.8045
H -1.6574 -3.3744 2.6271
H -1.6702 -1.1338 4.9454
H -2.6074 -1.1828 3.4384
H -1.5380 0.1869 3.7708
H 0.0068 -0.0920 1.7119
```


# 5
Formula: C3H5NO2
Source: OMol25
Level of theory: the ωB97M-V functional and the def2-TZVPD basis

As for the charge: 0. Its max |F| is 0.76 eV/A. Its structure (SMILES) is CN=C=O.C=O. The value obtained for the LUMO energy is 0.53 eV. Its multiplicity is 1. The calculation puts the electronic energy at -322.506334 a.u. The HOMO energy comes out at -9.8 eV.

Geometry as XYZ:
```
11
C3H5NO2 | OMol25 | the ωB97M-V functional and the def2-TZVPD basis
C 1.6039 -0.6776 1.1830
N 0.5366 -0.1288 0.3786
C -0.4218 0.5164 0.7366
O -1.3983 1.1253 0.9664
H 2.3469 0.1006 1.3770
H 1.2040 -1.0492 2.1303
H 2.0783 -1.4998 0.6463
C -1.4915 0.3934 -1.8571
O -1.2295 1.3624 -2.5231
H -0.7167 -0.3381 -1.5653
H -2.5119 0.1955 -1.4727
```


> Number 4 is which compound?

C25H46BrN2ORh